Entry 1:
Molecular formula: C30H64BNO26P6S
Method: DFT, ωB97M-V/def2-TZVPD

Last column: Löwdin charge in e.
CARTESIAN COORDINATES (ANGSTROEM)
O 1.08 -5.42 2.94  0.089
B 0.35 -5.59 1.71  -0.493
O 0.83 -6.50 0.67  0.069
C -1.07 -4.85 1.37  -0.080
C -1.13 -3.82 0.21  -0.010
C -2.50 -3.16 -0.15  -0.049
C -3.74 -3.58 0.70  -0.385
C -3.66 -4.62 1.89  -0.200
C -2.29 -5.28 2.24  0.057
N -4.86 -4.97 2.68  -0.025
C -6.00 -5.38 1.82  -0.209
C -6.81 -6.70 2.02  -0.006
C -8.01 -7.12 1.10  -0.069
C -8.49 -6.17 -0.06  -0.066
C -7.70 -4.83 -0.29  -0.074
C -6.49 -4.47 0.62  -0.400
S -5.46 -2.92 0.38  0.848
H 1.37 -6.34 3.18  0.124
H -0.02 -6.83 0.28  0.107
H -0.21 -3.55 -0.42  0.106
H -2.63 -2.41 -1.01  0.095
H -2.20 -6.04 3.09  0.115
H -5.13 -4.09 3.16  0.126
H -6.49 -7.39 2.88  0.092
H -8.58 -8.11 1.22  0.085
H -9.37 -6.47 -0.73  0.085
H -8.01 -4.09 -1.12  0.093
C 2.84 2.30 -0.42  -0.136
O 2.04 1.57 -1.33  -0.352
P 0.56 0.88 -0.77  0.766
O 0.24 2.12 0.07  -0.274
O 1.38 -0.20 0.16  -0.261
C 2.33 -1.05 -0.47  -0.116
O -0.91 0.10 -0.35  -0.273
C -2.05 0.89 -0.04  -0.129
H 3.87 2.31 -0.80  0.087
H 2.49 3.34 -0.37  0.087
H 2.84 1.86 0.58  0.086
H 3.34 -0.69 -0.25  0.090
H 2.19 -1.09 -1.55  0.085
H 2.23 -2.06 -0.07  0.081
H -2.17 1.70 -0.76  0.090
H -1.97 1.28 0.97  0.095
H -2.93 0.24 -0.09  0.078
C 5.98 -3.29 4.26  -0.144
O 5.06 -2.27 3.93  -0.336
P 4.28 -1.42 5.20  0.759
O 5.56 -1.38 6.04  -0.284
O 3.41 -2.76 5.60  -0.254
C 2.60 -3.36 4.59  -0.128
O 3.39 -0.52 6.37  -0.261
C 4.07 0.40 7.20  -0.142
H 6.06 -3.96 3.39  0.088
H 6.97 -2.86 4.45  0.083
H 5.65 -3.87 5.12  0.086
H 3.10 -4.27 4.23  0.081
H 2.43 -2.68 3.75  0.084
H 1.64 -3.64 5.03  0.089
H 4.77 1.01 6.62  0.090
H 4.58 -0.12 8.00  0.089
H 3.33 1.07 7.65  0.080
C 4.76 -0.32 -6.73  -0.137
O 5.13 0.21 -5.47  -0.334
P 4.54 1.76 -5.02  0.778
O 3.18 1.43 -5.62  -0.299
O 5.48 2.48 -6.16  -0.254
C 6.89 2.29 -6.11  -0.119
O 3.98 3.31 -4.53  -0.253
C 2.60 3.49 -4.24  -0.123
H 5.50 -1.07 -7.01  0.089
H 3.79 -0.82 -6.64  0.078
H 4.73 0.44 -7.50  0.090
H 7.18 1.57 -6.88  0.089
H 7.20 1.91 -5.13  0.083
H 7.38 3.23 -6.31  0.089
H 2.21 2.68 -3.63  0.070
H 2.04 3.58 -5.17  0.091
H 2.49 4.43 -3.69  0.092
C 0.49 4.78 12.77  -0.143
O 0.53 3.82 11.73  -0.336
P 2.05 3.17 11.27  0.765
O 2.50 3.10 12.73  -0.282
O 2.50 4.61 10.63  -0.258
C 1.69 5.18 9.61  -0.119
O 3.54 2.49 10.73  -0.271
C 4.25 1.61 11.59  -0.141
H -0.44 5.36 12.66  0.089
H 0.46 4.28 13.74  0.084
H 1.33 5.47 12.72  0.086
H 1.10 6.00 10.04  0.089
H 1.02 4.45 9.17  0.083
H 2.34 5.59 8.83  0.089
H 3.58 0.89 12.06  0.090
H 4.78 2.18 12.35  0.092
H 4.98 1.07 10.99  0.084
C 0.55 0.62 -6.81  -0.137
O 0.59 0.10 -8.14  -0.325
P -0.88 0.02 -9.03  0.765
O -1.34 1.37 -8.50  -0.295
O -1.44 -1.17 -8.04  -0.262
C -0.66 -2.36 -7.91  -0.120
O -2.27 -0.17 -10.01  -0.262
C -2.93 0.97 -10.51  -0.140
H 1.41 0.24 -6.27  0.062
H 0.61 1.71 -6.85  0.084
H -0.36 0.31 -6.28  0.082
H -0.14 -2.34 -6.94  0.089
H 0.08 -2.45 -8.71  0.083
H -1.32 -3.22 -7.93  0.088
H -2.22 1.70 -10.90  0.089
H -3.55 1.42 -9.73  0.089
H -3.59 0.66 -11.33  0.086
C -4.65 5.16 -1.98  -0.143
O -5.26 4.01 -2.55  -0.339
P -4.71 3.46 -4.09  0.754
O -3.25 3.74 -3.73  -0.288
O -5.36 4.78 -4.83  -0.258
C -6.75 5.04 -4.65  -0.122
O -4.30 2.83 -5.63  -0.255
C -3.04 2.21 -5.81  -0.139
H -5.35 5.58 -1.26  0.088
H -3.74 4.87 -1.45  0.082
H -4.43 5.91 -2.73  0.087
H -6.88 5.86 -3.94  0.088
H -7.28 4.16 -4.29  0.083
H -7.17 5.34 -5.61  0.088
H -2.81 1.54 -4.98  0.086
H -2.26 2.97 -5.92  0.097
H -3.08 1.63 -6.74  0.072

Its maximum force is 9.80 eV/Å. As for the SMILES: OB(O)c1ccc2c(c1)Nc1ccccc1S2.COP(=O)(OC)OC.COP(=O)(OC)OC.COP(=O)(OC)OC.COP(=O)(OC)OC.COP(=O)(OC)OC.COP(=O)(OC)OC. As for the charge: 0. As for the highest occupied orbital energy: -0.30839 Ha. The frontier orbital gap comes out at 0.2071 Eh.

---

Entry 2:
Molecular formula: C30H64MgO20S6
Method: DFT, ωB97M-V/def2-TZVPD

Last column: Löwdin charge in e.
CARTESIAN COORDINATES (ANGSTROEM)
Mg 0.30 2.37 -1.09  1.125
O -0.87 0.64 0.51  -0.420
C -0.24 -0.63 0.60  -0.390
C 0.52 -1.11 -0.79  -0.396
O 1.17 -0.09 -1.50  -0.416
H -0.97 -1.40 0.83  0.061
H 0.45 -0.75 1.43  0.053
H -0.18 -1.59 -1.47  0.066
H 1.23 -1.88 -0.48  0.064
C 0.95 -4.77 -4.53  -0.003
C 0.00 -3.76 -5.33  -0.312
C 0.70 -2.55 -5.91  -0.092
O 0.67 -2.76 -7.32  0.103
C -0.04 -3.84 -7.54  -0.584
O -0.35 -4.15 -8.66  0.146
O -0.42 -4.50 -6.43  0.092
H 1.22 -4.32 -3.58  0.074
H 1.90 -5.08 -4.96  0.085
H 0.30 -5.63 -4.39  0.081
H -0.78 -3.35 -4.68  0.149
H 1.73 -2.51 -5.53  0.130
H 0.23 -1.62 -5.62  0.131
C 6.61 -2.03 -2.84  -0.033
C 5.50 -1.35 -3.52  -0.375
C 5.59 0.17 -3.50  -0.104
O 5.72 0.49 -4.86  0.071
C 5.41 -0.60 -5.61  -0.558
O 5.21 -0.58 -6.80  0.153
O 5.40 -1.67 -4.86  0.128
H 7.58 -1.76 -3.26  0.101
H 6.47 -3.11 -2.86  0.092
H 6.56 -1.84 -1.77  0.095
H 4.59 -1.65 -3.00  0.158
H 6.38 0.55 -2.85  0.134
H 4.66 0.55 -3.07  0.132
C -4.38 3.73 3.62  -0.008
C -4.92 2.26 3.61  -0.282
C -4.35 1.33 4.63  -0.128
O -5.46 0.55 4.87  0.071
C -6.54 1.32 4.65  -0.581
O -7.67 1.02 5.03  0.122
O -6.26 2.44 4.04  0.117
H -4.54 4.29 4.54  0.085
H -4.93 4.33 2.90  0.076
H -3.32 3.81 3.40  0.078
H -4.82 1.75 2.65  0.163
H -3.97 1.68 5.59  0.146
H -3.64 0.61 4.21  0.141
C 2.19 -5.78 4.21  -0.021
C 2.15 -5.26 2.76  -0.355
C 3.53 -5.10 2.09  -0.062
O 3.36 -5.88 0.88  0.061
C 2.19 -6.57 0.88  -0.439
O 1.78 -7.35 -0.02  0.097
O 1.48 -6.26 2.04  0.050
H 2.73 -6.73 4.17  0.094
H 1.18 -5.96 4.59  0.083
H 2.61 -5.02 4.87  0.081
H 1.49 -4.40 2.68  0.149
H 4.28 -5.57 2.73  0.127
H 3.71 -4.03 2.05  0.133
C 1.04 5.70 -5.07  -0.247
S 2.21 4.39 -4.52  0.876
O 1.63 4.09 -3.16  -0.598
C 1.47 3.23 -5.66  -0.277
H 0.00 5.35 -5.12  0.058
H 1.28 5.97 -6.10  0.052
H 1.27 6.50 -4.37  0.042
H 1.85 2.25 -5.39  0.057
H 1.74 3.54 -6.67  0.061
H 0.39 3.23 -5.70  0.060
C -4.58 3.28 -2.54  -0.228
S -3.39 2.30 -3.57  0.845
O -2.03 2.47 -2.91  -0.612
C -3.98 0.56 -3.28  -0.230
H -5.57 3.16 -2.97  0.050
H -4.18 4.30 -2.52  0.042
H -4.50 2.85 -1.54  0.050
H -5.00 0.46 -3.67  0.047
H -4.06 0.31 -2.22  0.055
H -3.30 -0.13 -3.77  0.049
C 3.69 1.43 2.94  -0.232
S 2.87 3.06 2.57  0.874
O 2.20 2.90 1.17  -0.612
C 1.49 2.91 3.78  -0.253
H 3.23 0.63 2.36  0.057
H 3.65 1.29 4.02  0.038
H 4.74 1.54 2.65  0.038
H 1.07 3.91 3.83  0.037
H 1.86 2.81 4.80  0.046
H 0.74 2.21 3.44  0.064
C -3.60 -4.49 2.54  -0.272
S -4.75 -4.31 1.12  0.816
O -5.81 -5.31 1.35  -0.570
C -5.45 -2.60 1.57  -0.227
H -2.99 -5.38 2.38  0.042
H -4.12 -4.63 3.49  0.054
H -2.88 -3.69 2.70  0.039
H -4.54 -2.01 1.45  0.028
H -5.82 -2.66 2.59  0.047
H -6.22 -2.22 0.91  0.042
C -0.61 -1.89 6.28  -0.252
S 0.01 -0.30 7.07  0.855
O -0.44 -0.19 8.55  -0.596
C 1.70 -0.97 7.43  -0.271
H -1.60 -1.74 5.86  0.036
H -0.53 -2.77 6.90  0.057
H 0.00 -2.15 5.41  0.035
H 1.70 -1.69 8.24  0.056
H 2.45 -0.22 7.68  0.045
H 2.07 -1.59 6.62  0.032
C -2.08 7.59 -0.75  -0.243
S -0.92 6.74 0.44  0.870
O -0.69 5.40 -0.27  -0.607
C 0.56 7.82 0.10  -0.249
H -1.94 8.67 -0.82  0.045
H -3.12 7.37 -0.50  0.045
H -1.81 7.27 -1.75  0.050
H 0.81 8.02 -0.95  0.055
H 1.44 7.50 0.65  0.049
H 0.25 8.79 0.49  0.039

Its maximum force is 6.03 eV/Å. As for the charge: 0. The relative energy (zero: lowest compared OMol25 entry of this formula, charge and spin) comes out at 213.6 kcal/mol. As for the highest occupied orbital energy: -0.24424 Ha. The frontier orbital gap comes out at 0.2204 Eh.

---

Entry 3:
Molecular formula: C30H65N3O10S6
Method: DFT, ωB97M-V/def2-TZVPD

Last column: Löwdin charge in e.
CARTESIAN COORDINATES (ANGSTROEM)
C 5.30 -1.50 2.59  -0.065
N 5.15 -0.87 3.90  -0.136
C 4.08 -1.49 4.69  -0.055
C 5.13 0.52 3.96  -0.453
O 5.15 1.11 5.03  0.067
C 5.07 1.33 2.67  -0.034
C 3.68 1.60 2.15  -0.072
C 3.45 1.69 0.83  -0.208
N 4.44 1.46 -0.16  0.136
C 2.06 2.03 0.37  -0.293
O 1.65 1.61 -0.70  0.105
C 1.25 2.89 1.26  -0.106
C 0.28 3.83 0.60  -0.115
C 1.05 4.82 -0.30  -0.148
C 2.11 5.60 0.48  -0.217
O 3.38 4.94 0.35  -0.076
C 1.44 2.75 2.58  -0.098
C 0.67 3.48 3.65  -0.134
C -0.86 3.24 3.68  -0.175
C -1.37 1.97 2.98  -0.181
C -2.66 1.42 3.63  -0.197
C -3.75 1.04 2.61  -0.292
N -3.50 -0.31 2.06  -0.003
C 2.49 1.80 3.03  -0.269
O 2.37 1.17 4.07  0.126
H 6.08 -1.02 2.01  0.087
H 4.38 -1.52 2.00  0.071
H 5.61 -2.54 2.75  0.092
H 3.10 -1.35 4.21  0.082
H 4.28 -2.56 4.78  0.084
H 4.06 -1.04 5.68  0.089
H 5.55 2.29 2.92  0.116
H 5.65 0.91 1.86  0.097
H 4.14 1.92 -1.02  0.094
H 4.50 0.47 -0.40  0.063
H -0.28 4.40 1.34  0.105
H -0.40 3.24 -0.02  0.128
H 0.35 5.50 -0.78  0.114
H 1.58 4.26 -1.08  0.111
H 2.18 6.62 0.10  0.120
H 1.86 5.66 1.55  0.096
H 4.04 5.59 0.09  0.088
H 0.85 4.54 3.49  0.092
H 1.11 3.25 4.63  0.104
H -1.37 4.09 3.25  0.070
H -1.16 3.19 4.73  0.107
H -0.62 1.19 2.97  0.112
H -1.63 2.25 1.95  0.095
H -3.06 2.11 4.38  0.090
H -2.41 0.49 4.15  0.107
H -3.73 1.75 1.79  0.094
H -4.72 1.07 3.11  0.098
H -4.17 -0.97 2.40  0.057
H -3.59 -0.31 1.05  0.057
C 2.20 -3.23 -1.73  -0.285
S 2.92 -1.67 -1.25  0.814
O 4.34 -1.92 -0.85  -0.560
C 1.98 -1.52 0.27  -0.251
H 2.69 -3.56 -2.65  0.050
H 2.36 -3.97 -0.95  0.057
H 1.13 -3.11 -1.90  0.042
H 2.16 -2.41 0.88  0.064
H 0.92 -1.43 0.03  0.068
H 2.31 -0.63 0.79  0.019
C -5.59 4.56 1.69  -0.264
S -4.23 5.63 2.18  0.826
O -2.98 4.89 1.86  -0.554
C -4.48 5.45 3.95  -0.261
H -5.58 4.49 0.60  0.052
H -5.44 3.57 2.12  0.040
H -6.53 4.99 2.02  0.054
H -4.41 4.39 4.21  0.049
H -5.45 5.86 4.22  0.054
H -3.69 6.01 4.44  0.054
C 4.57 4.77 3.71  -0.248
S 3.24 5.61 4.57  0.806
O 2.89 6.81 3.77  -0.543
C 4.23 6.18 5.96  -0.261
H 4.16 4.40 2.77  0.033
H 5.37 5.48 3.50  0.067
H 4.93 3.94 4.32  0.051
H 5.04 6.80 5.60  0.057
H 4.61 5.31 6.51  0.057
H 3.58 6.76 6.61  0.048
C 0.43 -6.62 -3.37  -0.264
S -0.82 -6.01 -2.22  0.802
O -0.08 -5.26 -1.16  -0.568
C -1.22 -7.62 -1.53  -0.259
H 0.84 -5.76 -3.89  0.043
H 1.22 -7.12 -2.81  0.058
H -0.04 -7.29 -4.08  0.050
H -0.32 -8.06 -1.09  0.057
H -1.63 -8.25 -2.31  0.055
H -1.96 -7.46 -0.75  0.050
C -1.90 -4.10 -6.00  -0.265
S -3.28 -4.98 -5.25  0.813
O -2.71 -6.22 -4.65  -0.592
C -4.07 -5.46 -6.79  -0.282
H -1.26 -3.75 -5.20  0.044
H -1.36 -4.78 -6.66  0.059
H -2.29 -3.25 -6.57  0.055
H -3.37 -6.04 -7.39  0.059
H -4.39 -4.57 -7.33  0.039
H -4.94 -6.06 -6.54  0.048
C -5.61 -6.01 -11.18  -0.271
S -6.93 -5.43 -10.10  0.812
O -6.28 -4.63 -9.03  -0.558
C -7.30 -7.04 -9.38  -0.270
H -5.21 -5.14 -11.69  0.050
H -4.84 -6.48 -10.58  0.055
H -6.02 -6.71 -11.91  0.054
H -6.40 -7.44 -8.91  0.054
H -7.66 -7.71 -10.16  0.054
H -8.07 -6.89 -8.63  0.051

Its maximum force is 1.00 eV/Å. As for the charge: 0. As for the highest occupied orbital energy: -0.31118 Ha. The frontier orbital gap comes out at 0.3038 Eh.

---

Entry 4:
Molecular formula: C30H65N6O5
Method: DFT, ωB97M-V/def2-TZVPD

Last column: Löwdin charge in e.
CARTESIAN COORDINATES (ANGSTROEM)
C -2.85 -0.41 -3.80  -0.088
C -1.67 -0.68 -4.94  -0.349
C -0.43 0.39 -4.88  -0.115
C -1.22 -2.26 -4.92  -0.144
N -0.09 -2.60 -3.98  0.116
C -0.04 -3.69 -3.13  -0.166
N -1.21 -4.69 -3.12  0.109
N 1.11 -4.02 -2.20  -0.024
C 1.29 -3.00 -1.10  -0.200
C -0.02 -2.07 -0.78  -0.196
C 0.33 -1.03 0.49  -0.188
C 0.13 -1.72 1.97  -0.197
N 1.09 -0.99 2.92  -0.030
C 0.79 0.50 2.97  -0.374
N 1.71 1.37 2.39  0.058
N -0.42 1.13 3.62  0.065
H -2.57 0.45 -3.05  0.063
H -3.14 -1.41 -3.22  0.080
H -3.85 -0.08 -4.37  0.101
H -2.21 -0.51 -5.98  0.149
H -0.81 1.36 -5.46  0.107
H 0.53 0.03 -5.47  0.090
H -0.17 0.75 -3.78  0.087
H -2.19 -2.89 -4.79  0.136
H -0.83 -2.51 -6.03  0.156
H 0.76 -1.96 -3.97  0.182
H -0.87 -5.68 -3.09  0.103
H -1.77 -4.43 -2.29  0.103
H 1.99 -4.10 -2.76  0.144
H 1.51 -3.62 -0.10  0.143
H 2.24 -2.31 -1.29  0.140
H -0.32 -1.33 -1.67  0.104
H -0.91 -2.77 -0.49  0.117
H 1.38 -0.55 0.31  0.117
H -0.48 -0.15 0.42  0.122
H -0.96 -1.44 2.38  0.125
H 0.26 -2.89 1.98  0.125
H 2.09 -1.09 2.59  0.113
H 1.36 2.35 2.50  0.040
H -1.18 0.45 3.85  0.076
H -0.83 1.89 3.01  0.092
C 4.82 1.50 3.50  -0.197
C 4.85 2.91 4.01  -0.186
C 6.29 3.08 4.42  -0.203
O 7.07 2.24 3.55  -0.136
C 6.17 1.38 2.83  -0.208
H 3.99 1.29 2.81  0.066
H 4.76 0.80 4.34  0.118
H 4.61 3.61 3.19  0.111
H 4.15 3.10 4.83  0.115
H 6.46 2.74 5.44  0.118
H 6.64 4.11 4.33  0.111
H 6.14 1.72 1.79  0.116
H 6.56 0.35 2.84  0.115
C 3.04 -8.76 -0.54  -0.176
C 2.32 -7.98 -1.61  -0.184
C 1.44 -7.06 -0.79  -0.224
O 2.13 -6.80 0.44  -0.145
C 3.24 -7.71 0.53  -0.200
H 3.98 -9.20 -0.88  0.121
H 2.40 -9.56 -0.17  0.122
H 3.03 -7.39 -2.19  0.114
H 1.75 -8.61 -2.30  0.116
H 0.49 -7.54 -0.53  0.119
H 1.22 -6.12 -1.30  0.069
H 4.16 -7.13 0.37  0.119
H 3.28 -8.14 1.54  0.123
C -5.11 4.35 -2.07  -0.174
C -3.83 4.09 -1.31  -0.171
C -3.47 2.69 -1.76  -0.220
O -3.97 2.55 -3.10  -0.172
C -4.84 3.65 -3.38  -0.196
H -5.34 5.41 -2.18  0.121
H -5.95 3.87 -1.56  0.108
H -3.06 4.80 -1.62  0.121
H -3.95 4.17 -0.22  0.121
H -3.96 1.93 -1.14  0.106
H -2.39 2.51 -1.75  0.111
H -4.32 4.32 -4.08  0.120
H -5.75 3.29 -3.86  0.121
C -6.45 -1.70 -0.36  -0.180
C -6.63 -0.49 -1.25  -0.175
C -6.68 0.64 -0.24  -0.199
O -5.87 0.23 0.87  -0.138
C -5.56 -1.16 0.73  -0.209
H -6.03 -2.56 -0.88  0.112
H -7.42 -2.00 0.06  0.122
H -5.76 -0.38 -1.90  0.103
H -7.52 -0.53 -1.88  0.120
H -7.70 0.80 0.13  0.124
H -6.30 1.58 -0.65  0.098
H -4.50 -1.24 0.45  0.106
H -5.71 -1.67 1.68  0.120
C 2.90 6.71 4.69  -0.181
C 3.91 7.78 4.36  -0.178
C 4.64 7.17 3.18  -0.202
O 3.70 6.34 2.49  -0.147
C 2.54 6.18 3.32  -0.213
H 2.04 7.08 5.25  0.117
H 3.38 5.92 5.28  0.112
H 3.39 8.69 4.05  0.118
H 4.58 8.03 5.19  0.118
H 5.47 6.54 3.51  0.110
H 5.03 7.93 2.50  0.120
H 1.73 6.77 2.87  0.116
H 2.24 5.13 3.34  0.103

Its maximum force is 5.73 eV/Å. As for the charge: +1. As for the highest occupied orbital energy: -0.38253 Ha. The frontier orbital gap comes out at 0.2227 Eh.